(1)
{"formula": "C2H6ClN", "method": "ωB97M-V with the def2-TZVPD basis set", "e_above_lowest_kcal_mol": 30.7, "e_homo_ha": -0.34349, "lumo_ev": 1.02, "mol_weight_da": 79.5, "homo_lumo_gap_ev": 10.4, "smiles": "NCCCl", "species": ["N", "Cl", "C", "H", "H", "H", "H", "H", "C", "H"], "positions_angstrom": [[-0.7124, 1.0945, 0.4388], [0.2936, -0.9871, -2.1054], [-0.0057, -1.0735, -0.3286], [-1.2489, 1.2200, -0.5758], [-1.0668, -1.3531, -0.0138], [1.3477, 0.6140, -0.0284], [-0.2064, 2.1106, 0.7399], [0.5902, 0.0781, 1.4637], [0.3612, 0.1647, 0.3904], [0.6476, -1.8683, 0.0194]], "atomic_forces_ev_per_a": [[-1.15, 4.92, -2.15], [-0.56, 0.13, 0.46], [-0.57, -1.44, 1.02], [2.21, -0.09, 3.28], [1.21, 0.32, -1.09], [-1.39, -0.84, 0.21], [-2.34, -3.38, -1.41], [0.16, -1.12, -0.25], [2.49, 1.71, 0.05], [-0.06, -0.20, -0.12]]}

***

(2)
{"formula": "CH2S2", "method": "ωB97M-V with the def2-TZVPD basis set", "e_above_lowest_kcal_mol": 50.9, "e_homo_ha": [-0.33186, -0.33187], "lumo_ev": [-1.58, -1.58], "mol_weight_da": 78.2, "homo_lumo_gap_ev": [7.4, 7.4], "species": ["S", "H", "C", "H", "S"], "positions_angstrom": [[-2.0884, -0.5242, -0.0213], [2.1322, 0.6715, -0.0975], [-0.4803, -0.2939, 0.0291], [0.2158, -1.1211, 0.0866], [0.2207, 1.2677, 0.0031]], "atomic_forces_ev_per_a": [[0.46, 0.22, 0.05], [-3.75, 1.22, 0.23], [-0.47, -0.20, -0.05], [0.08, -0.09, 0.00], [3.69, -1.16, -0.23]]}

***

(3)
{"formula": "C33H26BrN3PdSb", "method": "ωB97M-V with the def2-TZVPD basis set", "e_above_lowest_kcal_mol": 86.5, "e_homo_ha": [-0.62389, -0.62390], "lumo_ev": [-12.31, -12.31], "mol_weight_da": 772.7, "homo_lumo_gap_ev": [4.7, 4.7], "charge": 3, "species": ["C", "H", "H", "C", "C", "C", "H", "C", "C", "C", "C", "C", "C", "H", "C", "C", "C", "C", "H", "H", "C", "H", "C", "C", "Br", "H", "H", "Pd", "H", "H", "C", "H", "H", "H", "N", "H", "N", "C", "C", "C", "H", "H", "H", "H", "C", "C", "H", "H", "C", "C", "H", "C", "C", "N", "C", "C", "C", "C", "H", "H", "C", "H", "H", "Sb", "C"], "positions_angstrom": [[2.6085, -1.2954, -2.0645], [4.2506, 0.9265, 4.2046], [-5.4076, -1.4621, 1.3240], [-5.1719, 1.1724, -1.7830], [-3.8113, 0.3903, 0.0245], [2.9868, 0.4117, 2.5610], [1.1582, 3.3068, -0.3221], [-4.1289, 1.9976, -2.1735], [2.2608, -0.8730, -4.4049], [-2.0606, -0.7387, 2.9878], [-5.0147, 0.3526, -0.6777], [-1.7508, 3.7766, -2.7556], [-2.9464, 1.9855, -1.4331], [0.9294, -5.4402, -0.0624], [0.4424, 4.4152, -2.0282], [2.9680, -1.4965, -3.3856], [0.9850, -2.2888, 1.0974], [-2.9157, -1.6487, 3.5953], [-5.8208, -0.2880, -0.3665], [-4.2447, 2.6409, -3.0292], [3.9558, 0.6300, 0.3522], [3.8727, 0.5762, -0.7235], [1.1734, -0.0663, -4.1071], [-4.4625, -1.2726, 1.8062], [0.0084, 2.5074, 2.7705], [0.8731, -5.8995, 2.3683], [0.6167, 0.4059, -4.9019], [-1.0332, 1.3936, 0.9070], [1.3317, 5.0193, -2.1121], [-2.6318, -2.1212, 4.5244], [0.9903, -3.3256, 0.1794], [1.0287, -3.1340, -0.8818], [2.5617, -1.0105, -5.4317], [6.2144, 1.3548, 2.7601], [-2.3732, -0.1347, 1.8468], [0.7894, -4.0289, 3.9784], [-2.8118, 1.1894, -0.3649], [5.2582, 1.1183, 2.3115], [-1.7894, 2.8503, -1.7142], [-4.1342, -1.9179, 2.9870], [-4.8316, -2.6113, 3.4352], [-1.1116, -0.4779, 3.4490], [0.9513, -1.7189, 3.1798], [3.1623, -1.7756, -1.2705], [-0.6234, 4.5671, -2.9048], [0.9268, -4.6284, 0.6496], [2.1445, 0.1973, 3.2069], [-0.0584, 0.7564, -2.5566], [4.1774, 0.8399, 3.1313], [0.8451, -3.8351, 2.9179], [5.9703, 1.3240, 0.2939], [0.7996, 0.1349, -2.7882], [2.8963, 0.3209, 1.1853], [-0.7431, 2.7102, -0.8804], [0.9259, -2.5282, 2.4603], [5.1427, 1.0546, 0.9349], [0.3427, 3.4614, -1.0248], [1.5208, -0.4812, -1.7709], [3.8025, -2.1394, -3.6172], [-6.0995, 1.1708, -2.3348], [-3.5527, -0.3741, 1.2513], [-2.5898, 3.8771, -3.4274], [-0.5856, 5.3031, -3.6945], [0.9645, -0.2456, 0.3038], [0.8685, -4.8808, 2.0084]], "atomic_forces_ev_per_a": [[0.00, -0.21, 0.68], [0.10, -0.05, 0.07], [-0.06, 0.00, -0.03], [0.21, -0.04, 0.04], [-0.48, -0.21, -0.01], [-0.05, 0.41, 0.55], [-0.18, 0.04, -0.05], [0.32, -0.09, 0.35], [0.01, 0.01, 0.08], [0.11, -0.36, 0.69], [0.39, 0.16, 0.09], [0.06, -0.48, 0.52], [-0.29, 0.25, -0.40], [0.08, -0.09, -0.01], [-0.22, -0.22, 0.00], [-0.06, 0.14, -0.17], [-0.77, 0.95, -0.32], [-0.04, 0.14, -0.25], [-0.08, -0.08, 0.09], [0.03, 0.09, -0.06], [-0.01, 0.56, -0.28], [-0.01, 0.10, -0.06], [0.05, 0.06, 0.00], [0.52, 0.37, -0.19], [0.17, -0.76, -0.69], [-0.19, -0.07, -0.02], [-0.04, 0.05, -0.06], [-3.67, 0.01, -2.01], [0.08, 0.03, 0.01], [0.02, 0.02, 0.01], [-0.49, 0.04, -0.29], [-0.11, -0.05, -0.14], [0.00, -0.08, -0.10], [-0.05, 0.28, -0.04], [1.63, 1.03, 0.22], [0.09, -0.03, 0.08], [1.06, -0.18, 0.29], [0.43, 0.07, 0.17], [-0.32, 0.15, -0.46], [0.14, -0.01, 0.20], [-0.01, -0.04, 0.02], [-0.19, 0.00, -0.13], [-0.07, -0.02, -0.01], [0.13, -0.10, 0.00], [0.19, 0.11, 0.08], [0.33, -0.01, -0.25], [0.00, 0.07, -0.03], [0.03, -0.03, -0.09], [-0.37, -0.51, -0.07], [0.31, 0.30, -0.05], [0.10, -0.10, 0.04], [-0.22, 0.03, 0.22], [-1.47, 0.14, -0.31], [0.63, -0.54, 1.73], [-0.31, 0.19, 0.55], [0.04, -0.37, -0.29], [0.63, 0.48, -0.14], [-0.96, 0.56, -0.09], [0.12, -0.04, 0.01], [-0.08, -0.01, -0.05], [-0.58, -0.32, -0.12], [0.00, 0.03, 0.00], [0.04, 0.05, -0.05], [3.31, -1.62, 0.40], [0.03, -0.20, 0.11]]}